No. 1
Here is a structure of composition C2H12Li3N4O5 from the OMol25 dataset. Energies are from wB97M-V/def2-TZVPD.

ΔE to the lowest compared entry with this formula, charge and spin   10.252 eV

The geometry in ORCA input format:
```
! RIJCOSX wB97M-V def2-TZVPD def2/J DEFGRID3
* xyz 1 1
Li -2.74519 0.85983 -2.63723
Li -3.21961 -3.67869 -3.32975
Li 1.94733 -0.98033 -5.83336
O -0.43860 -1.41718 -3.46270
H -0.04776 -1.50203 -2.57132
O -5.46931 -0.96684 -2.17413
H -5.99531 -0.34738 -2.71647
O 2.95817 -5.10813 -0.99077
H 2.97864 -4.38486 -1.61741
H 2.10668 -5.52253 -1.13029
C 4.28250 0.51785 0.85766
O 3.91025 1.67563 0.83390
N 5.48002 0.12799 0.85308
N 3.40923 -0.38670 0.71501
H 5.62337 -0.85351 1.04337
H 6.17600 0.84727 0.98849
H 3.48172 -1.38591 0.84319
H 2.54804 0.09909 0.50897
C -3.05213 2.56431 2.12668
O -2.19622 2.09441 1.36522
N -4.32054 2.46095 2.04022
N -2.73430 3.38989 3.12530
H -4.59094 1.74371 1.38255
H -4.91943 2.92390 2.70889
H -1.76268 3.32953 3.39440
H -3.40986 3.89961 3.67657
*
```

=====

No. 2
Here is the molecule C5H9NO2 from the OMol25 dataset. Energies are from wB97M-V/def2-TZVPD.

ΔE to the lowest compared entry with this formula, charge and spin   0.866 eV

The geometry in ORCA input format:
```
! RIJCOSX wB97M-V def2-TZVPD def2/J DEFGRID3
* xyz 0 1
O -2.54787 1.19814 -0.13749
C -2.08538 0.08494 0.00746
O -2.81719 -1.04844 -0.05103
C -0.69430 -0.02649 0.32037
C 0.10561 1.20390 -0.06628
C 1.62283 0.65463 -0.14177
C 1.36617 -0.89362 0.09013
N 0.03098 -1.15565 -0.28820
H -2.11850 -1.73347 0.05270
H -0.55901 -0.24506 1.42522
H -0.22935 1.74178 -0.95006
H -0.04720 1.97969 0.72159
H 2.19750 1.06073 0.73002
H 2.11845 0.85399 -1.06661
H 1.53915 -1.06766 1.15404
H 2.13559 -1.50067 -0.48862
H -0.01749 -1.10672 -1.31146
*
```

=====

Computed max |F| (eV Å⁻¹) in order:
6.8, 3.3
Computed LUMO (Ha) in order:
-0.176, 0.027
Computed molar mass (g mol⁻¹) in order:
193.0, 115.1